Formula: C2H4N2O4
Source: the OMol25 dataset
Level of theory: wB97M-V/def2-TZVPD

Output
DFT total energy in a.u.: -489.012283
Multiplicity: 1
HOMO-LUMO gap in Eh: 0.3907
Energy relative to the best compared isomer or geometry (same formula, charge and spin) in eV: 1.658

Element x y z (Å)
N 0.32490 0.11183 0.81173
N 0.55553 -0.02574 -1.36296
C -0.92155 0.03856 -0.09631
C 1.44064 -0.01671 -0.41683
O 0.33615 -0.92569 1.75182
O -1.40445 1.29543 -0.24444
O -1.57894 -0.97499 -0.05308
O 2.60408 -0.06072 -0.15975
H -0.30563 -1.55941 1.36152
H -2.30198 1.21784 -0.59870
H 0.39083 0.98705 1.33364
H 0.86042 -0.08744 -2.32664

Löwdin atomic charge list, values in e, 5 entries:
1 N 0.03
2 N 0.17
3 C -0.59
4 C -0.50
5 O 0.05